{
  "formula": "C84H184N8O12",
  "method": "ωB97M-V/def2-TZVPD",
  "homo_lumo_gap_ev": 8.442,
  "smiles": "CC1(C)CCCC(C)(C)N1O.CC1(C)CCCC(C)(C)N1O.CC1(C)CCCC(C)(C)N1O.CC1(C)CCCC(C)(C)N1O.CC1(C)CCCC(C)(C)N1O.CC1(C)CCCC(C)(C)N1O.CC1(C)CCCC(C)(C)N1O.CC1(C)CCCC(C)(C)N1O.CC(C)O.CC(C)O.CC(C)O.CC(C)O",
  "e_tot_ha": -4651.36048,
  "homo_energy_ev": -7.92,
  "symbols": ["C", "C", "C", "C", "C", "C", "C", "C", "C", "N", "O", "H", "H", "H", "H", "H", "H", "H", "H", "H", "H", "H", "H", "H", "H", "H", "H", "H", "H", "H", "C", "C", "C", "C", "C", "C", "C", "C", "C", "N", "O", "H", "H", "H", "H", "H", "H", "H", "H", "H", "H", "H", "H", "H", "H", "H", "H", "H", "H", "H", "C", "C", "C", "C", "C", "C", "C", "C", "C", "N", "O", "H", "H", "H", "H", "H", "H", "H", "H", "H", "H", "H", "H", "H", "H", "H", "H", "H", "H", "H", "C", "C", "C", "C", "C", "C", "C", "C", "C", "N", "O", "H", "H", "H", "H", "H", "H", "H", "H", "H", "H", "H", "H", "H", "H", "H", "H", "H", "H", "H", "C", "C", "C", "C", "C", "C", "C", "C", "C", "N", "O", "H", "H", "H", "H", "H", "H", "H", "H", "H", "H", "H", "H", "H", "H", "H", "H", "H", "H", "H", "C", "C", "C", "C", "C", "C", "C", "C", "C", "N", "O", "H", "H", "H", "H", "H", "H", "H", "H", "H", "H", "H", "H", "H", "H", "H", "H", "H", "H", "H", "C", "C", "C", "C", "C", "C", "C", "C", "C", "N", "O", "H", "H", "H", "H", "H", "H", "H", "H", "H", "H", "H", "H", "H", "H", "H", "H", "H", "H", "H", "C", "C", "C", "C", "C", "C", "C", "C", "C", "N", "O", "H", "H", "H", "H", "H", "H", "H", "H", "H", "H", "H", "H", "H", "H", "H", "H", "H", "H", "H", "C", "C", "C", "O", "H", "H", "H", "H", "H", "H", "H", "H", "C", "C", "C", "O", "H", "H", "H", "H", "H", "H", "H", "H", "C", "C", "C", "O", "H", "H", "H", "H", "H", "H", "H", "H", "C", "C", "C", "O", "H", "H", "H", "H", "H", "H", "H", "H"],
  "coordinates": [[-4.4412, 0.5597, -2.2717], [-4.9757, 0.4142, -3.6782], [-5.0593, 1.7924, -4.3445], [-3.9586, -0.4660, -4.5208], [-4.0931, -1.9777, -4.4377], [-5.5277, -2.3166, -4.6686], [-6.6179, -1.6446, -3.7609], [-7.9402, -2.0170, -4.4246], [-6.6160, -2.1796, -2.3481], [-6.3571, -0.1890, -3.7175], [-7.3421, 0.5976, -3.0199], [-4.1763, -0.3802, -1.7875], [-3.5104, 1.1267, -2.2581], [-5.2611, 1.1223, -1.8251], [-4.0878, 2.1907, -4.6370], [-5.6239, 1.7570, -5.2762], [-5.6732, 2.4654, -3.7459], [-3.9991, -0.1330, -5.5579], [-2.9426, -0.2862, -4.1694], [-3.4440, -2.4928, -5.1459], [-3.7852, -2.3742, -3.4701], [-5.6061, -3.3961, -4.5398], [-5.6699, -2.1598, -5.7378], [-8.0734, -3.0988, -4.4196], [-8.0531, -1.8445, -5.4949], [-8.8089, -1.5671, -3.9439], [-5.8110, -1.7054, -1.7867], [-6.3753, -3.2426, -2.3581], [-7.5849, -1.9683, -1.8958], [-7.9768, 0.8297, -3.7018], [1.8926, -4.3420, -5.7861], [2.3543, -2.8202, -5.9257], [3.4284, -2.4924, -4.8761], [2.9819, -2.4370, -7.3734], [2.0656, -2.4332, -8.5976], [0.9024, -1.4930, -8.1991], [0.1441, -1.6728, -6.8023], [-0.5449, -0.3370, -6.4268], [-0.9351, -2.7785, -6.9237], [1.2058, -1.8651, -5.7342], [0.6585, -1.8357, -4.4326], [1.3705, -4.3170, -4.8296], [1.1741, -4.6953, -6.5258], [2.7426, -5.0188, -5.6989], [2.9861, -2.4583, -3.8804], [4.3464, -3.0779, -4.8268], [3.8626, -1.5224, -5.1184], [3.5415, -1.5029, -7.3234], [3.6221, -3.2681, -7.6689], [2.6301, -1.9948, -9.4206], [1.7351, -3.4452, -8.8317], [0.1787, -1.5021, -9.0141], [1.2638, -0.4658, -8.2458], [-1.1074, 0.0455, -7.2785], [0.1071, 0.4440, -6.0357], [-1.2435, -0.5424, -5.6157], [-0.5820, -3.4580, -7.6994], [-1.9036, -2.4021, -7.2530], [-0.9995, -3.2772, -5.9567], [0.9479, -0.9626, -4.1577], [-6.0283, -1.0864, 3.5927], [-5.3399, 0.2092, 2.9923], [-5.8905, 0.3164, 1.5406], [-5.9576, 1.4108, 3.8314], [-5.3120, 1.5229, 5.2189], [-3.8625, 1.8175, 5.0095], [-3.1138, 0.6500, 4.3462], [-1.7881, 1.3241, 3.9467], [-2.8424, -0.4487, 5.4035], [-3.8528, 0.1977, 3.0694], [-3.2219, -0.8783, 2.4699], [-7.0857, -0.9541, 3.8221], [-5.9954, -1.9015, 2.8697], [-5.5772, -1.3606, 4.5463], [-6.9655, 0.4079, 1.3852], [-5.4140, 1.1374, 1.0050], [-5.6550, -0.4965, 0.8537], [-5.9496, 2.3422, 3.2653], [-7.0154, 1.2611, 4.0477], [-5.7461, 2.4249, 5.6504], [-5.5346, 0.7076, 5.9072], [-3.5706, 2.0311, 6.0377], [-3.8415, 2.7586, 4.4601], [-2.0202, 2.1684, 3.2976], [-1.2717, 0.5819, 3.3379], [-1.1463, 1.6181, 4.7772], [-2.3623, -0.0983, 6.3172], [-2.2069, -1.2648, 5.0598], [-3.7847, -0.9027, 5.7102], [-2.7550, -0.3871, 1.7899], [4.1688, -1.8188, 1.4027], [4.9195, -2.7312, 0.3742], [5.8265, -1.9109, -0.6110], [5.9431, -3.6126, 1.1546], [5.3696, -4.8187, 1.7940], [4.4891, -5.6145, 0.8545], [3.3963, -4.7290, 0.2158], [2.7905, -5.6558, -0.8725], [2.3127, -4.2997, 1.2343], [4.0309, -3.6033, -0.4207], [3.1671, -2.8133, -1.1387], [3.1203, -1.6360, 1.1673], [4.3311, -2.0371, 2.4582], [4.6489, -0.8412, 1.3578], [5.4086, -1.0846, -1.1861], [6.7671, -1.5244, -0.2185], [6.1242, -2.5275, -1.4592], [6.7757, -3.8779, 0.5029], [6.4882, -2.9922, 1.8660], [6.1905, -5.4006, 2.2130], [4.7698, -4.5108, 2.6505], [4.0191, -6.4685, 1.3423], [5.1382, -5.8593, 0.0138], [3.5556, -5.9114, -1.6055], [2.1131, -5.1415, -1.5541], [2.3441, -6.6195, -0.6269], [1.7372, -5.1629, 1.5685], [1.6558, -3.5917, 0.7289], [2.6468, -3.9444, 2.2091], [3.4768, -2.9274, -2.0402], [3.6180, -2.5717, 7.8819], [3.6727, -2.5254, 6.3420], [5.0659, -2.0174, 5.9545], [3.6139, -4.0083, 5.8189], [2.1776, -4.5566, 5.9442], [1.2687, -3.6484, 5.1189], [1.3027, -2.0997, 5.5308], [0.8110, -1.3902, 4.2857], [0.2578, -1.9416, 6.7147], [2.6624, -1.6204, 5.7258], [2.7549, -0.2468, 5.9922], [4.3639, -3.2571, 8.2845], [3.8643, -1.6145, 8.3413], [2.6429, -2.7659, 8.3285], [5.8461, -2.7504, 6.1597], [5.1161, -1.8118, 4.8852], [5.3397, -1.0647, 6.4077], [4.0641, -4.1293, 4.8336], [4.2939, -4.6291, 6.4023], [2.1516, -5.6052, 5.6478], [1.7838, -4.4676, 6.9567], [0.2419, -3.9553, 5.3178], [1.5361, -3.7760, 4.0700], [1.6028, -1.1361, 3.5810], [0.3571, -0.4341, 4.5465], [0.1403, -1.9040, 3.5970], [-0.7191, -2.3843, 6.5202], [0.0691, -0.8745, 6.8316], [0.5703, -2.2836, 7.7014], [2.9113, 0.0585, 5.0955], [-2.4754, -3.0198, -0.8891], [-2.8015, -4.3998, -0.2456], [-4.0268, -5.0747, -1.0712], [-1.5373, -5.2243, -0.4441], [-1.4753, -6.4366, 0.4971], [-1.7314, -6.0734, 1.9575], [-2.9422, -5.1893, 2.1701], [-4.1428, -6.1207, 2.0686], [-2.8126, -4.7406, 3.5931], [-3.0173, -4.1281, 1.2194], [-4.0996, -3.3615, 1.4525], [-2.4492, -3.1150, -1.9746], [-3.2601, -2.2935, -0.6773], [-1.5467, -2.5422, -0.5769], [-4.0056, -4.8490, -2.1374], [-4.0211, -6.1596, -0.9662], [-4.9481, -4.6946, -0.6299], [-1.3660, -5.5583, -1.4674], [-0.6945, -4.5389, -0.3547], [-2.1988, -7.1670, 0.1348], [-0.5031, -6.9166, 0.3851], [-0.8653, -5.5238, 2.3261], [-1.7543, -6.9345, 2.6253], [-5.1216, -5.6508, 2.1650], [-4.1429, -6.8609, 2.8688], [-4.1313, -6.6633, 1.1233], [-2.0091, -4.0392, 3.8180], [-2.7939, -5.5867, 4.2800], [-3.7371, -4.2577, 3.9096], [-3.7556, -2.6408, 1.9855], [5.4348, 3.5291, 6.4009], [4.9381, 3.9342, 4.9731], [5.1107, 5.4872, 4.7373], [5.8381, 3.2007, 4.0105], [5.3028, 3.2327, 2.5698], [3.8336, 2.7817, 2.4827], [2.8839, 3.4788, 3.4728], [2.5051, 4.8601, 2.9678], [1.5591, 2.6443, 3.5031], [3.4995, 3.4839, 4.7892], [2.7060, 4.0267, 5.8439], [4.9697, 4.1238, 7.1871], [6.4988, 3.6480, 6.6052], [5.1583, 2.5113, 6.6763], [4.3966, 6.0223, 5.3634], [4.9116, 5.7694, 3.7035], [5.9927, 5.9532, 5.1767], [6.8366, 3.6364, 4.0469], [5.9150, 2.1631, 4.3354], [5.9334, 2.6299, 1.9163], [5.5124, 4.2447, 2.2233], [3.6980, 1.7018, 2.5404], [3.4881, 3.0700, 1.4899], [3.2973, 5.2982, 2.3607], [1.6119, 4.9429, 2.3485], [2.3336, 5.6353, 3.7147], [1.7745, 1.7483, 4.0852], [0.8274, 3.2472, 4.0409], [1.3338, 2.4101, 2.4627], [2.4613, 3.2113, 6.2875], [-5.2958, 5.6145, -1.0961], [-4.0677, 5.0997, -0.2433], [-4.4648, 4.5533, 1.2083], [-3.5712, 3.8612, -1.0806], [-2.6932, 4.3116, -2.3031], [-1.5036, 5.0641, -1.8378], [-1.5427, 5.7778, -0.4355], [-0.8938, 4.9610, 0.6474], [-0.7915, 7.1090, -0.6114], [-3.0125, 6.1302, -0.1885], [-3.2111, 7.0388, 0.8458], [-6.0936, 4.8736, -1.0447], [-5.6687, 6.5694, -0.7257], [-5.0525, 5.7091, -2.1544], [-5.2944, 3.8479, 1.2573], [-3.5871, 4.2082, 1.7548], [-4.8280, 5.3782, 1.8212], [-3.0158, 3.2687, -0.3535], [-4.3484, 3.2318, -1.5141], [-2.3150, 3.4175, -2.7988], [-3.2551, 4.8100, -3.0930], [-1.2059, 5.7645, -2.6180], [-0.7828, 4.2657, -1.6614], [0.1154, 4.6905, 0.3371], [-1.3302, 3.9871, 0.8692], [-0.7874, 5.6046, 1.5206], [-1.1129, 7.7719, -1.4147], [0.2473, 6.7963, -0.7178], [-0.8049, 7.8344, 0.2020], [-3.3992, 7.8064, 0.3007], [0.8655, 0.6683, 0.2781], [0.6872, 0.0058, -1.1165], [-0.1348, 0.9081, -2.0462], [1.9345, -0.0457, -1.6789], [1.5327, 1.5301, 0.2887], [1.2789, -0.0425, 0.9937], [-0.0931, 0.9518, 0.7126], [0.2305, -0.9824, -1.0619], [-0.1433, 0.7105, -3.1181], [0.2189, 1.9391, -2.0527], [-1.1594, 0.8655, -1.6768], [2.4706, -0.6756, -1.1917], [0.8039, 4.9856, -7.0507], [1.2089, 4.2949, -5.7310], [0.0283, 3.8813, -4.8545], [2.0856, 3.1987, -5.9545], [1.6745, 5.3757, -7.5778], [0.1727, 5.8308, -6.7762], [0.3315, 4.3154, -7.7689], [1.7196, 5.0215, -5.0990], [0.3816, 3.3134, -3.9938], [-0.6893, 3.2486, -5.3768], [-0.4360, 4.8016, -4.5002], [2.5481, 3.0066, -5.1355], [4.3342, 5.4740, -1.0854], [2.7800, 5.3669, -1.1732], [2.3274, 6.0359, -2.4448], [2.2264, 4.1139, -1.1321], [4.6809, 4.9878, -0.1735], [4.6482, 6.5155, -1.0151], [4.8951, 4.9452, -1.8560], [2.4843, 5.9974, -0.3347], [1.2493, 6.0136, -2.6036], [2.7693, 5.5799, -3.3307], [2.6279, 7.0766, -2.5660], [2.5592, 3.7121, -1.9380], [4.5673, 1.9443, -1.4019], [4.2594, 2.0356, -2.8641], [4.8582, 0.8875, -3.6939], [2.9228, 2.1859, -3.0866], [5.5729, 1.7310, -1.0395], [3.7983, 1.3449, -0.9145], [4.4201, 2.9123, -0.9231], [4.7994, 2.9225, -3.1957], [4.3469, 0.8445, -4.6556], [4.8573, -0.0705, -3.1740], [5.8702, 1.1518, -4.0006], [2.5647, 1.4440, -2.5937]]
}